Computed, not measured: a single C3H4S2 molecule in a non-equilibrium geometry, with the ωB97M-V functional and the def2-TZVPD basis.

Its HOMO-LUMO gap is 8.183 eV. The energy above the lowest of the compared OMol25 structures with the same formula, charge and spin comes out at 1.503 eV. As for the calculated total energy: -913.00523 Eh. Its LUMO energy is -0.65 eV. For the molecular weight, the calculation gives 104.20 Da. Its structure (SMILES) is C=CC(=S)S.

The geometry in ORCA input format:
```
! wB97M-V def2-TZVPD RIJCOSX def2/J DEFGRID3
* xyz 0 1
C 0.223 1.242 0.456
C -0.660 0.265 0.543
C -0.376 -1.022 -0.307
S -1.671 -2.043 -0.418
S 1.070 -1.379 -1.244
H -0.049 2.088 0.920
H 1.133 1.126 -0.218
H -1.774 0.245 1.048
H 2.103 -0.523 -0.780
*
```